[1]
Molecular formula: C3H9NO4S
Method: DFT, ωB97M-V/def2-TZVPD

XYZ file:
```
18
Properties=species:S:1:pos:R:3:forces:R:3
C 1.4620 0.4438 0.7199 2.627 -2.111 -3.381
C 0.5926 -0.1751 -0.3242 -5.836 0.490 3.472
O 1.0454 -1.0897 -1.1635 0.981 -1.424 -1.787
C -0.7912 -0.8167 0.7147 0.980 -0.930 -3.386
N -2.0567 -1.0652 0.0746 0.888 -0.471 1.377
S -0.4537 0.9465 -1.3417 1.090 2.923 0.168
O -1.4473 1.7872 -0.6830 1.808 -0.933 -0.517
O -0.8746 0.1376 -2.4305 -0.889 -1.128 -0.968
O 0.7898 1.8400 -2.0156 -0.304 -1.435 1.738
H 1.6758 -0.1658 1.5465 0.144 -1.626 0.836
H 2.4043 0.6099 0.1905 0.264 0.482 0.444
H 1.1218 1.2762 1.1602 -1.615 3.417 0.903
H 0.4600 -1.1375 -1.9808 0.754 0.116 1.290
H -0.4466 -1.7794 1.0333 1.018 -0.358 0.345
H -0.9764 -0.1841 1.5096 0.155 1.458 1.688
H -1.9529 -1.3483 -0.8624 -0.455 -0.181 -1.144
H -2.6836 -0.3283 0.2606 -0.815 0.784 -0.600
H 0.5603 2.6241 -2.4890 -0.797 0.928 -0.478
```
Forces are in eV/Å.

**LUMO energy**: 0.0188 Eh
**Orbital gap**: 0.3358 hartree
**Electronic energy**: -23770.1208 eV
**Highest occupied orbital energy**: -8.626 eV
**SMILES**: C[C@@](O)(CN)S(=O)(=O)O

These are the Löwdin partial charges, in e, on atoms 1 to 4:
1 C -0.03
2 C -0.55
3 O 0.02
4 C -0.15

---

[2]
Molecular formula: C3H9NOP
Method: DFT, ωB97M-V/def2-TZVPD

XYZ file:
```
15
Properties=species:S:1:pos:R:3:forces:R:3
C 0.0680 -1.8898 -0.5131 -0.686 -4.596 -2.026
C -0.6899 0.3107 -0.1494 -3.536 -0.319 0.980
C 0.9171 2.4019 0.7015 0.748 0.363 -0.716
N -0.1968 -0.6261 -0.9823 1.931 1.808 -0.398
O -0.2856 1.2426 2.5728 -0.190 1.373 -0.859
P 0.6817 0.8185 1.3887 -0.291 -0.819 -0.583
H 0.4622 -1.9196 0.4621 0.035 0.057 1.650
H -0.8092 -2.6124 -0.6912 0.853 1.219 0.859
H 0.8245 -2.3813 -1.1362 0.022 0.332 0.000
H -1.4755 -0.2262 0.4883 0.704 1.199 -0.603
H -1.1172 1.1449 -0.7988 0.828 -0.271 1.448
H 0.5563 3.2666 1.1814 -0.394 0.922 0.551
H 1.4740 2.5356 -0.2159 0.104 -0.069 0.006
H -0.4434 0.6922 3.3167 -0.104 -1.137 0.994
H 0.5893 -0.2305 -1.4722 -0.023 -0.060 -1.302
```
Forces are in eV/Å.

**LUMO energy (spin up / spin down)**: -0.1187 / -0.2810 Eh
**Orbital gap (spin up / spin down)**: 0.3426 / 0.2565 hartree
**Multiplicity**: 3
**Electronic energy**: -16072.6073 eV
**Highest occupied orbital energy (spin up / spin down)**: -12.552 / -14.626 eV
**Charge**: +1
**Expectation value of S²**: 2.01

These are the Löwdin partial charges, in e, on atoms 1 to 4:
1 C -0.10
2 C -0.25
3 C -0.14
4 N -0.09

---

Values of ΔE to the lowest compared entry with this formula, charge and spin, in order: 30.06; 0.00, all in kcal/mol.